Entry 1:
{"formula": "C44H40AsBCuF6N6O2P", "method": "the ωB97M-V functional and the def2-TZVPD basis", "elements": ["Cu", "C", "C", "C", "C", "N", "N", "B", "N", "N", "C", "C", "C", "C", "C", "C", "C", "C", "C", "C", "N", "N", "C", "C", "C", "C", "C", "C", "C", "C", "C", "C", "C", "C", "C", "C", "C", "C", "H", "H", "H", "H", "H", "H", "H", "H", "H", "H", "H", "H", "H", "H", "H", "H", "H", "H", "H", "H", "H", "H", "H", "H", "H", "H", "H", "H", "O", "C", "O", "C", "P", "C", "C", "C", "C", "C", "C", "C", "C", "C", "C", "C", "C", "H", "H", "H", "H", "H", "H", "H", "H", "H", "H", "H", "H", "F", "As", "F", "F", "F", "F", "F"], "xyz": [[-0.2219, -0.1609, -0.0626], [2.2307, -2.8081, 3.9812], [1.0445, -2.1134, 3.3997], [-0.0738, -1.6091, 4.0291], [-0.8487, -1.0327, 3.0147], [-0.2398, -1.1943, 1.8382], [0.9246, -1.8445, 2.0871], [2.0217, -1.8600, 1.0030], [2.5482, -0.4374, 0.8082], [1.7048, 0.5155, 0.3562], [2.3692, 1.6697, 0.3595], [3.6667, 1.4511, 0.8397], [3.7505, 0.0997, 1.0881], [4.9178, -0.7123, 1.5364], [1.7984, 2.9560, -0.0712], [2.2238, 4.1385, 0.5263], [1.7052, 5.3606, 0.1236], [0.7622, 5.4227, -0.8919], [0.3463, 4.2493, -1.5073], [0.8618, 3.0331, -1.0939], [1.4118, -2.3632, -0.3239], [0.3928, -1.7386, -0.9893], [0.1449, -2.4690, -2.0994], [0.9880, -3.5717, -2.1081], [1.7854, -3.4622, -0.9890], [2.9140, -4.3385, -0.5638], [-0.7749, -2.2288, -3.2447], [-0.3871, -1.4183, -4.3075], [-1.1129, -1.4260, -5.4911], [-2.2383, -2.2221, -5.6205], [-2.6270, -3.0453, -4.5705], [-1.8817, -3.0679, -3.4033], [-2.0951, -0.2665, 3.1996], [-2.1541, 0.7044, 4.1954], [-3.3032, 1.4590, 4.3747], [-4.4121, 1.2482, 3.5683], [-4.3684, 0.2688, 2.5858], [-3.2156, -0.4836, 2.4076], [2.0708, -2.9708, 5.0456], [2.4026, -3.7744, 3.5057], [3.1379, -2.2141, 3.8619], [-0.3138, -1.6683, 5.0782], [2.9076, -2.5855, 1.3344], [4.4675, 2.1692, 0.9066], [5.7540, -0.0525, 1.7605], [4.6932, -1.2966, 2.4296], [5.2337, -1.4029, 0.7523], [2.9523, 4.1032, 1.3274], [2.0414, 6.2689, 0.6076], [0.3629, 6.3781, -1.2086], [-0.3613, 4.2873, -2.3289], [0.5886, 2.1197, -1.5955], [1.0559, -4.3027, -2.8958], [3.0311, -5.1411, -1.2890], [3.8455, -3.7740, -0.5221], [2.7402, -4.7785, 0.4183], [0.5024, -0.8184, -4.2293], [-0.7808, -0.8043, -6.3135], [-2.8029, -2.2229, -6.5451], [-3.4857, -3.6972, -4.6756], [-2.1344, -3.7652, -2.6161], [-1.2798, 0.8946, 4.8062], [-3.3263, 2.2264, 5.1383], [-5.3061, 1.8430, 3.7067], [-5.2358, 0.0762, 1.9656], [-3.1914, -1.2733, 1.6738], [-2.0386, 2.9586, 1.5503], [-1.8035, 2.1112, 0.7364], [-0.7885, 1.2668, 0.9116], [-2.5861, 1.9366, -0.5436], [-2.0731, 0.4134, -1.3821], [-3.3692, -0.8041, -1.0629], [-3.0414, -2.0879, -0.6441], [-4.0395, -3.0072, -0.3554], [-5.3713, -2.6484, -0.4853], [-5.7093, -1.3627, -0.8915], [-4.7143, -0.4402, -1.1677], [-2.0446, 0.8603, -3.1333], [-3.1694, 0.5961, -3.9135], [-3.2361, 1.0871, -5.2092], [-2.1792, 1.8138, -5.7375], [-1.0421, 2.0391, -4.9740], [-0.9721, 1.5696, -3.6727], [-2.3883, 2.7909, -1.1913], [-3.6490, 1.9253, -0.3123], [-2.0046, -2.3635, -0.5049], [-3.7690, -3.9999, -0.0174], [-6.1507, -3.3647, -0.2574], [-6.7487, -1.0745, -0.9829], [-4.9943, 0.5623, -1.4674], [-3.9848, -0.0039, -3.5378], [-4.1132, 0.8821, -5.8105], [-2.2300, 2.1839, -6.7543], [-0.1871, 2.5606, -5.3857], [-0.0556, 1.7157, -3.1191], [1.5714, 0.4346, -2.4661], [3.0978, 0.3228, -3.3470], [4.5584, 0.2138, -4.2424], [2.1931, 0.6958, -4.7922], [2.7832, -1.3666, -3.6040], [3.3444, 2.0053, -3.0540], [3.9019, -0.0790, -1.8684]], "lumo_ev": [-3.1, -3.1], "e_tot_ev": -191068.0776, "spin_multiplicity": 1, "orbital_gap_ha": [0.1924, 0.1923]}



Entry 2:
{"formula": "C44H40MgN8O3S3", "method": "the ωB97M-V functional and the def2-TZVPD basis", "elements": ["Mg", "O", "C", "C", "C", "C", "C", "C", "C", "N", "N", "C", "O", "C", "C", "C", "C", "C", "C", "H", "H", "H", "H", "H", "H", "H", "H", "H", "H", "S", "C", "N", "C", "C", "N", "C", "C", "C", "C", "C", "C", "C", "C", "S", "C", "C", "C", "C", "C", "C", "C", "H", "H", "H", "H", "H", "H", "H", "H", "H", "H", "H", "H", "H", "H", "H", "H", "H", "H", "N", "C", "S", "C", "C", "C", "N", "C", "C", "H", "H", "H", "H", "H", "H", "N", "C", "O", "C", "C", "C", "N", "C", "C", "H", "H", "H", "H", "H", "H"], "xyz": [[-0.9484, -0.9370, 0.8530], [-0.7254, 0.8390, 1.6055], [-0.8437, 1.3549, 2.7908], [-0.5508, 2.7381, 2.9612], [-0.6588, 3.3674, 4.1892], [-1.0158, 2.6745, 5.3623], [-1.2820, 1.3126, 5.2758], [-1.2139, 0.6390, 4.0275], [-1.6133, -0.7021, 3.9374], [-2.0229, -1.1891, 2.7722], [-2.8928, -2.1579, 2.7611], [-3.4244, -2.3315, 1.5338], [-2.9851, -1.7298, 0.5120], [-4.4670, -3.3660, 1.4940], [-5.1193, -3.5529, 0.2483], [-6.0366, -4.5880, 0.1217], [-6.3655, -5.3468, 1.2417], [-5.7327, -5.1743, 2.4692], [-4.7564, -4.1888, 2.5901], [-0.2953, 3.3387, 2.1048], [-0.4669, 4.4178, 4.2992], [-1.0894, 3.1750, 6.3077], [-1.5499, 0.8069, 6.2383], [-1.7062, -1.3388, 4.8588], [-4.8754, -2.8919, -0.5706], [-6.3606, -4.7955, -0.8808], [-7.1237, -6.0968, 1.1502], [-5.9576, -5.7907, 3.3176], [-4.2285, -4.0421, 3.4918], [-2.0421, 0.9741, -1.3623], [-0.6529, 1.7870, -1.7555], [-0.5539, 3.1486, -1.8956], [0.6914, 3.7932, -2.2450], [1.5271, 2.8834, -3.1033], [1.7174, 1.5659, -2.4916], [2.9070, 0.7586, -2.8252], [4.2464, 1.5189, -2.9045], [5.0189, 1.8384, -1.7739], [6.2864, 2.4454, -1.8737], [6.8391, 2.7993, -3.1006], [6.0785, 2.5592, -4.2299], [4.8089, 1.9362, -4.1168], [0.6253, 0.9923, -1.9333], [0.7028, -0.6333, -1.3209], [-1.7053, 4.0403, -1.6611], [-2.3019, 4.5652, -2.9684], [-2.6254, 3.7350, -4.0654], [-3.0128, 4.2261, -5.3299], [-3.1694, 5.6330, -5.5085], [-3.0171, 6.4519, -4.3702], [-2.5560, 5.9265, -3.1429], [1.2504, 4.0263, -1.3084], [0.4364, 4.7459, -2.7695], [2.4777, 3.3709, -3.2473], [1.0555, 2.7578, -4.1190], [2.7522, 0.2304, -3.7928], [2.9975, -0.0024, -2.0788], [4.6422, 1.5769, -0.7730], [6.8067, 2.5800, -0.9116], [7.7956, 3.2521, -3.1485], [6.3953, 2.9215, -5.1942], [4.2016, 1.7976, -5.0719], [-1.3023, 4.9249, -1.1383], [-2.4421, 3.4561, -1.1002], [-2.6731, 2.6106, -3.8758], [-3.1763, 3.5055, -6.1120], [-3.4571, 6.0096, -6.4792], [-3.1346, 7.5402, -4.4388], [-2.4514, 6.6253, -2.2830], [5.3168, 1.3309, 3.5245], [4.7660, 0.1854, 4.0479], [5.4164, -0.6190, 5.3103], [3.5535, -0.3349, 3.3621], [2.6382, -1.2213, 3.9297], [1.5294, -1.6297, 3.2208], [1.2840, -1.3007, 1.9099], [2.2012, -0.4630, 1.4037], [3.2910, 0.0900, 2.0451], [6.0017, 1.8546, 4.0996], [4.7824, 1.8145, 2.8265], [2.7589, -1.6390, 4.9366], [0.7821, -2.2594, 3.7074], [2.0381, -0.1672, 0.3689], [3.9806, 0.7073, 1.4612], [0.6298, -8.0706, -0.0685], [-0.5748, -7.4624, -0.4452], [-1.5358, -8.0812, -0.8621], [-0.5831, -5.9717, -0.1486], [0.3918, -5.2638, 0.5874], [0.2117, -3.9241, 0.7838], [-0.7778, -3.1858, 0.2687], [-1.6563, -3.8313, -0.5419], [-1.6469, -5.2361, -0.6594], [0.7412, -9.0164, -0.4171], [1.4400, -7.4903, -0.1139], [1.2805, -5.7301, 1.0393], [0.8821, -3.4061, 1.4143], [-2.4196, -3.1963, -1.0158], [-2.4014, -5.8001, -1.2185]], "lumo_ev": -1.3, "e_tot_ev": -102293.1229, "spin_multiplicity": 1, "e_above_lowest_ev": 0.000, "orbital_gap_ha": 0.1699}